(a)
A structure of composition C4H7N3O. Source: OMol25; level of theory: ωB97M-V/def2-TZVPD.

Atoms and positions in Å:
1 C -1.083 0.228 -0.021
2 C -0.580 1.460 0.204
3 C 1.181 0.092 -0.129
4 C 0.007 -0.593 -0.204
5 H -3.185 0.471 -0.623
6 H -2.563 -1.003 1.188
7 H -1.014 2.512 0.180
8 H 1.448 2.224 -0.352
9 H 2.756 -1.242 0.723
10 H 2.940 -0.483 -0.844
11 H -0.808 -2.399 0.026
12 N -2.320 -0.368 -0.139
13 N 0.759 1.442 -0.070
14 N 2.433 -0.367 0.105
15 O 0.030 -1.973 -0.043

The highest occupied orbital energy is -7.500 eV. Its net charge is 0. The HOMO-LUMO gap is 0.2829 Ha. The calculation puts the LUMO energy at 0.1973 eV.


(b)
The molecule C4H7N3O. Source: OMol25; level of theory: ωB97M-V/def2-TZVPD.

Atoms and positions in Å:
1 C 1.757 -0.002 -0.716
2 C 1.325 -0.507 0.674
3 N 0.053 -1.354 0.344
4 C -0.945 -0.682 0.043
5 C -2.294 -1.144 -0.152
6 N -3.527 -1.306 -0.255
7 N -1.011 0.742 -0.164
8 O -2.128 1.639 0.157
9 H 1.921 -0.870 -1.323
10 H 0.974 0.784 -1.118
11 H 2.821 0.353 -0.663
12 H 0.989 0.374 1.353
13 H 2.208 -1.196 0.964
14 H -0.008 1.467 -0.299
15 H -2.134 1.703 1.155

The highest occupied orbital energy is -9.896 eV. Its net charge is 0. The HOMO-LUMO gap is 0.3654 Ha. As for the SMILES: CC/N=C(/C#N)NO. The calculation puts the LUMO energy at 0.0459 eV.


Order of stability, best first: (a), (b)


(a)
A structure of composition C4H7N3O. Source: OMol25; level of theory: ωB97M-V/def2-TZVPD.

Atoms and positions in Å:
1 C 0.020 -0.219 -0.894
2 C 0.963 1.115 0.412
3 C 0.335 -0.046 0.441
4 C -0.169 -0.396 1.824
5 H -1.186 -1.250 -2.463
6 H -1.616 -1.278 -0.685
7 H 2.030 2.065 -1.260
8 H 1.507 1.754 1.329
9 H 0.334 -1.467 2.617
10 H -0.271 0.686 2.595
11 H -2.353 -0.321 2.300
12 N -0.875 -1.207 -1.441
13 N 0.689 0.587 -1.663
14 N 1.246 1.407 -0.898
15 O -1.594 -1.052 1.610

The highest occupied orbital energy is -7.927 eV. Its net charge is 0. The HOMO-LUMO gap is 0.3047 Ha. The calculation puts the LUMO energy at 0.3634 eV.


(b)
A cluster of 3 separate species, C4H7N3O in total. Source: OMol25; level of theory: ωB97M-V/def2-TZVPD.

Atoms and positions in Å:
1 C 0.137 0.082 -0.334
2 C -1.387 -0.369 -0.079
3 C -1.578 -1.486 0.579
4 C 1.076 -0.988 -0.450
5 H 0.242 2.833 0.933
6 H -1.833 2.050 -0.239
7 H -1.885 0.188 -0.857
8 H -2.446 -2.153 0.197
9 H -0.721 -1.795 1.270
10 H 0.516 -1.850 -1.472
11 H 2.259 0.728 0.359
12 N -0.318 2.346 -0.041
13 N 0.569 1.273 -0.122
14 N 2.402 -1.049 -0.176
15 O 2.968 0.190 0.431

The highest occupied orbital energy is -9.007 eV. Its net charge is 0. The HOMO-LUMO gap is 0.3006 Ha. The calculation puts the LUMO energy at -0.8271 eV.


Order of stability, best first: (a), (b)


(a)
The molecule C4H7N3O. Source: OMol25; level of theory: ωB97M-V/def2-TZVPD.

Atoms and positions in Å:
1 C 1.512 -0.277 -1.022
2 N 0.373 0.237 -0.300
3 C 0.562 1.267 0.634
4 O 1.481 2.062 0.594
5 C -0.531 1.067 1.600
6 C -1.183 -0.063 1.279
7 N -0.575 -0.682 0.181
8 N -1.461 -1.215 -0.754
9 H 1.954 -1.160 -0.517
10 H 2.277 0.498 -1.053
11 H 1.235 -0.553 -2.047
12 H -0.747 1.705 2.426
13 H -2.087 -0.505 1.670
14 H -1.822 -0.485 -1.368
15 H -0.986 -1.898 -1.324

The highest occupied orbital energy is -8.806 eV. Its net charge is 0. The HOMO-LUMO gap is 0.3490 Ha. As for the SMILES: Cn1c(=O)ccn1N. The calculation puts the LUMO energy at 0.6910 eV.


(b)
A structure of composition C4H7N3O. Source: OMol25; level of theory: ωB97M-V/def2-TZVPD.

Atoms and positions in Å:
1 C 2.378 -0.329 -0.197
2 C 0.101 -0.671 -0.068
3 C -2.112 -0.385 0.004
4 C -0.327 0.732 -0.018
5 H 3.141 -1.112 -0.510
6 H 2.128 0.470 -1.070
7 H 3.217 0.451 0.368
8 H -1.219 -2.309 -0.616
9 H -3.059 -0.840 -0.267
10 H 0.816 2.242 1.185
11 H -0.225 2.599 -0.455
12 N -1.072 -1.291 0.060
13 N -1.554 0.868 0.020
14 N 0.424 1.823 -0.064
15 O 1.297 -0.923 0.365

The highest occupied orbital energy is -7.299 eV. Its net charge is 0. The HOMO-LUMO gap is 0.2894 Ha. The calculation puts the LUMO energy at 0.5774 eV.


Order of stability, best first: (a), (b)


(a)
The molecule C4H7N3O. Source: OMol25; level of theory: ωB97M-V/def2-TZVPD.

Atoms and positions in Å:
1 O -2.852 0.365 -0.041
2 N -1.978 -0.807 0.202
3 C -0.784 -0.542 -0.161
4 N 0.197 -1.537 0.014
5 N 1.622 -0.981 0.171
6 C 1.472 0.458 -0.307
7 C 0.665 1.259 0.725
8 C 0.013 0.680 -0.573
9 H -3.687 -0.021 -0.071
10 H 0.079 -2.544 0.653
11 H 1.848 -1.442 -0.780
12 H 2.353 0.779 -0.801
13 H 0.652 2.409 0.807
14 H 0.637 0.571 1.653
15 H -0.237 1.353 -1.491

The highest occupied orbital energy is -8.274 eV. Its net charge is 0. The HOMO-LUMO gap is 0.3398 Ha. As for the SMILES: O/N=C1/NN[C@@H]2C[C@H]12. The calculation puts the LUMO energy at 0.9725 eV.


(b)
The molecule C4H7N3O. Source: OMol25; level of theory: ωB97M-V/def2-TZVPD.

Atoms and positions in Å:
1 N -2.552 -1.143 0.977
2 N -1.683 -0.221 0.357
3 C -0.265 -0.499 0.716
4 C 0.680 0.344 -0.275
5 C 1.436 1.439 0.166
6 O 2.202 1.823 -0.987
7 C 1.817 0.947 -1.934
8 N 0.923 0.105 -1.606
9 H -2.149 -2.171 0.657
10 H -2.499 -1.050 2.051
11 H -1.926 -0.465 -0.601
12 H -0.006 -1.557 0.524
13 H -0.080 -0.400 1.722
14 H 1.689 1.939 1.118
15 H 2.412 0.908 -2.886

The highest occupied orbital energy is -9.000 eV. Its net charge is 0. The HOMO-LUMO gap is 0.3662 Ha. As for the SMILES: NNCc1cocn1. The calculation puts the LUMO energy at 0.9656 eV.


Order of stability, best first: (b), (a)